# 1
{"formula": "C49H51BF14IN5O11S", "method": "ωB97M-V/def2-TZVPD", "homo_energy_ev": -9.034, "gap_ev": 8.240, "total_charge": 0, "symbols": ["C", "C", "B", "O", "C", "C", "C", "C", "O", "O", "C", "C", "C", "F", "C", "C", "C", "S", "C", "C", "C", "C", "C", "C", "C", "C", "F", "N", "I", "C", "F", "F", "F", "C", "F", "F", "C", "F", "F", "C", "F", "F", "C", "F", "F", "F", "H", "H", "H", "H", "H", "H", "H", "H", "H", "H", "H", "H", "H", "H", "H", "H", "H", "H", "H", "H", "H", "H", "H", "H", "H", "H", "H", "H", "H", "H", "H", "O", "N", "O", "C", "C", "C", "C", "C", "C", "H", "H", "H", "H", "H", "O", "N", "O", "C", "C", "C", "C", "C", "C", "H", "H", "H", "H", "H", "O", "N", "O", "C", "C", "C", "C", "C", "C", "H", "H", "H", "H", "H", "O", "N", "O", "C", "C", "C", "C", "C", "C", "H", "H", "H", "H", "H"], "xyz": [[3.30, 4.75, -2.73], [3.29, 3.25, -2.36], [1.83, 2.80, -1.94], [0.81, 3.11, -2.79], [1.47, 1.89, -0.64], [2.45, 2.03, 0.54], [2.85, 3.36, 1.17], [4.12, 3.12, 2.01], [3.10, 4.38, 0.23], [0.10, 1.86, -0.21], [-0.72, 2.95, 0.21], [-1.84, 2.29, 1.08], [-2.30, 0.91, 0.73], [-3.49, 0.69, 1.44], [-0.09, 3.92, 1.24], [0.64, 5.15, 0.71], [1.51, 5.94, 1.70], [1.25, 5.67, 3.48], [-1.41, 3.86, -0.85], [-2.45, 3.35, -1.83], [-3.68, 2.79, -1.47], [-4.61, 2.36, -2.43], [-4.34, 2.50, -3.80], [-3.14, 3.11, -4.17], [-2.21, 3.52, -3.20], [1.76, 0.42, -1.23], [3.11, 0.43, -1.51], [1.17, 0.10, -2.53], [-0.83, 0.18, -2.95], [2.03, -0.31, -3.57], [2.81, -1.34, -3.27], [2.85, 0.67, -3.98], [1.33, -0.66, -4.64], [1.67, -0.72, -0.11], [2.86, -0.71, 0.54], [0.74, -0.47, 0.82], [1.54, -2.24, -0.48], [1.62, -2.85, 0.75], [2.59, -2.66, -1.16], [0.24, -2.83, -1.07], [0.37, -2.87, -2.40], [-0.82, -2.14, -0.71], [-0.01, -4.31, -0.62], [1.07, -5.04, -0.73], [-0.49, -4.38, 0.60], [-0.93, -4.81, -1.44], [2.88, 5.36, -1.95], [4.32, 5.04, -2.95], [2.74, 4.90, -3.64], [4.02, 3.03, -1.59], [3.61, 2.71, -3.25], [1.15, 3.18, -3.70], [1.99, 1.48, 1.37], [3.36, 1.50, 0.35], [2.14, 3.73, 1.91], [4.89, 2.71, 1.35], [3.94, 2.46, 2.84], [4.50, 4.08, 2.35], [3.47, 5.14, 0.68], [-1.49, 2.23, 2.11], [-2.67, 2.97, 1.12], [-2.55, 0.75, -0.31], [-1.62, 0.13, 1.06], [-0.90, 4.29, 1.85], [0.51, 3.31, 1.91], [1.20, 4.95, -0.20], [-0.13, 5.86, 0.41], [2.57, 5.84, 1.48], [1.28, 6.99, 1.61], [1.52, 4.37, 3.58], [-0.69, 4.42, -1.44], [-1.91, 4.61, -0.24], [-3.95, 2.67, -0.43], [-5.54, 1.91, -2.13], [-5.03, 2.17, -4.55], [-2.91, 3.24, -5.22], [-1.31, 3.99, -3.55], [-4.21, 2.19, 4.05], [-5.32, 2.16, 3.59], [-5.66, 2.71, 2.56], [-6.35, 1.40, 4.32], [-6.00, 0.79, 5.51], [-6.96, 0.07, 6.20], [-8.25, -0.02, 5.69], [-8.58, 0.60, 4.50], [-7.63, 1.32, 3.80], [-4.99, 0.86, 5.89], [-6.70, -0.42, 7.12], [-9.00, -0.58, 6.23], [-9.59, 0.53, 4.10], [-7.87, 1.81, 2.87], [-4.81, -2.74, 7.95], [-3.82, -2.72, 7.25], [-2.75, -2.25, 7.58], [-3.92, -3.28, 5.90], [-5.14, -3.79, 5.47], [-5.24, -4.29, 4.18], [-4.13, -4.29, 3.35], [-2.91, -3.78, 3.80], [-2.81, -3.27, 5.08], [-6.00, -3.78, 6.13], [-6.18, -4.68, 3.83], [-4.21, -4.68, 2.34], [-2.05, -3.78, 3.15], [-1.87, -2.88, 5.44], [8.24, -6.31, 3.24], [7.69, -5.58, 2.45], [8.26, -4.91, 1.61], [6.22, -5.50, 2.49], [5.54, -6.22, 3.46], [4.16, -6.13, 3.51], [3.48, -5.32, 2.61], [4.18, -4.61, 1.64], [5.57, -4.69, 1.58], [6.08, -6.85, 4.15], [3.62, -6.69, 4.26], [2.41, -5.25, 2.65], [3.65, -3.99, 0.94], [6.12, -4.14, 0.84], [2.18, -3.57, -11.57], [2.35, -2.57, -10.90], [2.37, -1.44, -11.33], [2.54, -2.76, -9.45], [2.55, -4.04, -8.93], [2.74, -4.20, -7.57], [2.92, -3.10, -6.75], [2.89, -1.82, -7.29], [2.70, -1.64, -8.65], [2.41, -4.89, -9.58], [2.76, -5.20, -7.15], [3.07, -3.23, -5.69], [3.03, -0.96, -6.65], [2.68, -0.65, -9.08]]}

# 2
{"formula": "C49H51BrN6S2SbTl", "method": "ωB97M-V/def2-TZVPD", "homo_energy_ev": [-9.612, -9.673], "gap_ev": [7.042, 6.312], "multiplicity": 2, "total_charge": 1, "de_lowest_kcal_mol": 23.1, "symbols": ["Tl", "C", "N", "C", "C", "N", "C", "C", "C", "C", "C", "C", "C", "C", "C", "N", "C", "N", "C", "C", "N", "C", "C", "C", "N", "C", "C", "H", "H", "H", "H", "H", "H", "H", "H", "H", "H", "H", "H", "H", "H", "H", "H", "H", "H", "H", "H", "H", "H", "H", "H", "H", "H", "H", "H", "H", "H", "Br", "C", "C", "C", "C", "C", "C", "C", "C", "C", "C", "H", "H", "H", "H", "H", "H", "S", "C", "S", "Sb", "C", "C", "C", "C", "C", "C", "C", "C", "C", "C", "C", "C", "C", "C", "C", "C", "C", "C", "H", "H", "H", "H", "H", "H", "H", "H", "H", "H", "H", "H", "H", "H", "H"], "xyz": [[-0.32, -0.34, 0.34], [4.04, 1.38, 3.07], [3.07, 2.37, 2.63], [3.17, 3.64, 3.33], [1.92, 2.01, 1.96], [1.36, 0.83, 2.00], [1.48, 0.06, 3.18], [1.28, 0.71, 4.39], [1.38, 0.04, 5.61], [1.67, -1.29, 5.63], [1.82, -2.01, 4.43], [2.02, -3.41, 4.49], [2.05, -4.16, 3.35], [1.90, -3.53, 2.11], [1.77, -2.16, 1.98], [1.52, -1.65, 0.69], [2.21, -2.08, -0.33], [3.55, -2.42, -0.30], [3.98, -3.69, -0.87], [4.44, -1.89, 0.70], [1.64, -2.17, -1.55], [2.39, -2.04, -2.79], [0.23, -2.49, -1.72], [1.71, -1.35, 3.16], [1.39, 2.98, 1.17], [-0.04, 3.06, 0.94], [2.17, 4.04, 0.55], [5.04, 1.78, 2.90], [3.92, 0.47, 2.50], [3.93, 1.15, 4.13], [3.26, 3.44, 4.41], [2.28, 4.24, 3.17], [4.04, 4.20, 3.01], [1.04, 1.76, 4.37], [1.23, 0.59, 6.53], [1.76, -1.83, 6.57], [2.13, -3.88, 5.46], [2.16, -5.24, 3.40], [1.84, -4.14, 1.21], [3.14, -4.21, -1.34], [4.37, -4.33, -0.07], [4.77, -3.55, -1.61], [4.12, -0.90, 0.98], [5.44, -1.82, 0.27], [4.49, -2.52, 1.60], [2.60, -3.01, -3.25], [3.33, -1.53, -2.60], [1.80, -1.45, -3.49], [-0.18, -2.82, -0.77], [0.13, -3.30, -2.44], [-0.34, -1.63, -2.09], [-0.55, 2.39, 1.62], [-0.30, 2.81, -0.09], [-0.38, 4.08, 1.14], [3.22, 3.75, 0.51], [2.08, 4.99, 1.07], [1.80, 4.18, -0.47], [-1.36, -2.31, 2.56], [-2.90, -1.36, 3.18], [-3.64, -1.96, 4.16], [-4.80, -1.33, 4.63], [-5.19, -0.13, 4.11], [-4.44, 0.50, 3.10], [-4.86, 1.73, 2.53], [-4.16, 2.32, 1.52], [-2.99, 1.71, 1.03], [-2.55, 0.56, 1.59], [-3.25, -0.12, 2.61], [-3.33, -2.92, 4.56], [-5.38, -1.81, 5.41], [-6.09, 0.35, 4.47], [-5.77, 2.19, 2.92], [-4.50, 3.25, 1.08], [-2.47, 2.18, 0.19], [3.91, 1.09, -0.73], [2.55, 1.17, -1.47], [1.19, 1.27, -2.21], [-2.71, -0.20, -5.06], [-3.15, 1.83, -4.46], [-4.50, 2.18, -4.55], [-4.94, 3.42, -4.10], [-4.03, 4.33, -3.58], [-2.68, 3.99, -3.51], [-2.25, 2.74, -3.93], [-0.58, -0.17, -5.41], [0.08, -1.40, -5.47], [1.41, -1.47, -5.82], [2.12, -0.32, -6.12], [1.47, 0.91, -6.10], [0.13, 0.98, -5.76], [-2.74, -0.89, -2.99], [-2.09, -2.06, -2.60], [-2.35, -2.64, -1.36], [-3.31, -2.09, -0.53], [-3.95, -0.92, -0.90], [-3.65, -0.32, -2.11], [-5.21, 1.48, -4.97], [-5.99, 3.67, -4.15], [-4.36, 5.30, -3.24], [-1.97, 4.71, -3.12], [-1.20, 2.48, -3.84], [-0.47, -2.31, -5.28], [1.89, -2.44, -5.89], [3.17, -0.37, -6.40], [2.01, 1.81, -6.37], [-0.37, 1.94, -5.80], [-1.39, -2.55, -3.28], [-1.86, -3.57, -1.09], [-3.59, -2.60, 0.39], [-4.71, -0.48, -0.26], [-4.17, 0.60, -2.39]]}

# 3
{"formula": "C49H51F7O5S", "method": "ωB97M-V/def2-TZVPD", "homo_energy_ev": -8.379, "gap_ev": 7.733, "total_charge": 0, "symbols": ["C", "C", "C", "O", "O", "C", "C", "C", "C", "C", "C", "C", "C", "C", "F", "O", "S", "O", "O", "C", "H", "H", "H", "H", "H", "H", "H", "H", "H", "H", "H", "H", "H", "H", "H", "H", "H", "H", "H", "H", "H", "F", "C", "C", "C", "C", "C", "C", "H", "H", "H", "H", "H", "F", "C", "C", "C", "C", "C", "C", "H", "H", "H", "H", "H", "F", "C", "C", "C", "C", "C", "C", "H", "H", "H", "H", "H", "F", "C", "C", "C", "C", "C", "C", "H", "H", "H", "H", "H", "F", "C", "C", "C", "C", "C", "C", "H", "H", "H", "H", "H", "F", "C", "C", "C", "C", "C", "C", "H", "H", "H", "H", "H"], "xyz": [[-5.87, 1.43, 2.60], [-5.75, 0.16, 2.05], [-4.38, -0.27, 1.67], [-3.70, 0.28, 0.82], [-3.98, -1.27, 2.44], [-2.70, -1.84, 2.07], [-1.57, -1.29, 2.94], [-0.48, -0.51, 2.16], [0.86, -1.22, 2.09], [0.81, -2.46, 1.18], [2.19, -3.07, 0.91], [2.87, -2.62, -0.39], [1.97, -2.61, -1.62], [2.85, -2.82, -2.84], [3.15, -4.16, -2.92], [4.12, -2.17, -2.72], [4.09, -0.78, -1.93], [5.43, -0.28, -1.89], [3.13, 0.08, -2.53], [3.56, -1.25, -0.28], [-5.76, 2.33, 2.00], [-6.02, 1.56, 3.66], [-6.61, -0.50, 1.92], [-2.49, -1.76, 1.01], [-2.80, -2.90, 2.28], [-1.09, -2.12, 3.44], [-2.00, -0.67, 3.73], [-0.82, -0.31, 1.14], [-0.33, 0.44, 2.67], [1.61, -0.53, 1.71], [1.20, -1.56, 3.06], [0.25, -3.21, 1.74], [0.22, -2.26, 0.29], [2.86, -2.85, 1.74], [2.09, -4.16, 0.88], [3.67, -3.33, -0.61], [1.47, -1.64, -1.75], [1.19, -3.36, -1.59], [2.38, -2.55, -3.78], [4.47, -1.35, 0.31], [2.92, -0.47, 0.12], [-1.14, -4.39, 3.18], [-0.69, -5.66, 3.24], [-1.39, -6.65, 2.58], [-0.93, -7.96, 2.64], [0.22, -8.25, 3.36], [0.91, -7.24, 4.02], [0.45, -5.93, 3.96], [-2.29, -6.40, 2.03], [-1.46, -8.74, 2.13], [0.58, -9.27, 3.41], [1.80, -7.47, 4.59], [0.98, -5.13, 4.46], [3.09, 0.06, 3.33], [4.27, -0.44, 3.73], [5.42, 0.30, 3.55], [6.63, -0.22, 3.97], [6.69, -1.48, 4.55], [5.52, -2.21, 4.73], [4.30, -1.69, 4.32], [5.36, 1.28, 3.08], [7.54, 0.35, 3.83], [7.63, -1.88, 4.88], [5.56, -3.19, 5.18], [3.38, -2.24, 4.45], [-7.74, 2.80, -2.50], [-6.65, 2.05, -2.72], [-5.76, 1.82, -1.69], [-4.64, 1.04, -1.92], [-4.41, 0.52, -3.19], [-5.31, 0.77, -4.22], [-6.44, 1.54, -3.99], [-5.96, 2.24, -0.71], [-3.95, 0.85, -1.11], [-3.53, -0.08, -3.37], [-5.13, 0.36, -5.20], [-7.16, 1.74, -4.77], [-1.62, 4.78, 6.09], [-2.37, 4.80, 4.98], [-3.44, 5.67, 4.91], [-4.21, 5.70, 3.75], [-3.91, 4.85, 2.70], [-2.83, 3.98, 2.79], [-2.05, 3.96, 3.93], [-3.67, 6.32, 5.75], [-5.05, 6.38, 3.68], [-4.51, 4.87, 1.80], [-2.60, 3.32, 1.96], [-1.20, 3.29, 4.02], [-2.68, -0.19, -6.78], [-2.71, 1.12, -7.12], [-2.17, 2.05, -6.26], [-2.20, 3.39, -6.61], [-2.77, 3.78, -7.82], [-3.31, 2.83, -8.67], [-3.28, 1.48, -8.33], [-1.74, 1.72, -5.32], [-1.77, 4.13, -5.95], [-2.79, 4.82, -8.09], [-3.76, 3.13, -9.61], [-3.69, 0.72, -8.98], [3.62, 5.16, -4.06], [4.79, 4.65, -3.63], [5.93, 5.42, -3.74], [7.14, 4.90, -3.29], [7.19, 3.62, -2.76], [6.03, 2.86, -2.66], [4.82, 3.38, -3.09], [5.87, 6.42, -4.16], [8.04, 5.50, -3.36], [8.13, 3.22, -2.41], [6.06, 1.86, -2.25], [3.90, 2.80, -3.02]]}

# 4
{"formula": "C49H52BCl2Ge2N3O7Ti", "method": "ωB97M-V/def2-TZVPD", "homo_energy_ev": [-3.130, -4.440], "gap_ev": [5.396, 6.473], "multiplicity": 4, "total_charge": -1, "de_lowest_kcal_mol": 0.0, "symbols": ["Ti", "O", "C", "C", "C", "N", "C", "C", "C", "O", "O", "C", "O", "O", "H", "H", "H", "C", "C", "C", "C", "C", "C", "C", "C", "N", "C", "C", "C", "C", "N", "C", "C", "C", "C", "C", "C", "C", "C", "H", "H", "H", "H", "H", "H", "H", "H", "H", "H", "H", "H", "H", "H", "H", "H", "H", "H", "H", "H", "H", "H", "H", "H", "Cl", "C", "Cl", "H", "H", "C", "Ge", "C", "C", "Ge", "C", "C", "C", "C", "C", "C", "C", "C", "C", "C", "C", "C", "H", "H", "H", "H", "H", "H", "H", "H", "H", "H", "H", "H", "H", "H", "H", "H", "H", "H", "H", "O", "B", "O", "C", "C", "C", "C", "C", "C", "H", "H", "H", "H"], "xyz": [[-0.01, -0.80, 0.78], [-3.34, 2.79, 4.57], [-2.46, 2.01, 3.91], [-1.20, 2.41, 3.56], [-0.42, 1.61, 2.70], [-0.87, 0.38, 2.35], [-2.04, -0.03, 2.84], [-2.91, 0.71, 3.61], [-2.41, -1.39, 2.37], [-3.40, -1.95, 2.72], [-1.52, -1.86, 1.49], [0.78, 2.00, 2.07], [1.48, 2.99, 2.32], [1.27, 1.02, 1.08], [-3.02, 3.69, 4.53], [-0.86, 3.41, 3.79], [-3.86, 0.29, 3.94], [-0.10, -3.98, 3.27], [0.36, -2.83, 4.09], [0.04, -2.76, 5.44], [0.51, -1.74, 6.25], [1.34, -0.79, 5.70], [1.71, -0.82, 4.35], [2.70, 0.20, 3.87], [1.18, -1.81, 3.53], [1.40, -1.82, 2.10], [2.54, -2.28, 1.58], [3.67, -2.76, 2.45], [2.62, -2.31, 0.17], [3.88, -2.78, -0.52], [1.51, -1.91, -0.50], [1.38, -2.33, -1.86], [1.57, -1.44, -2.93], [2.13, -0.08, -2.70], [1.24, -1.82, -4.22], [0.77, -3.09, -4.49], [0.67, -4.00, -3.46], [0.96, -3.64, -2.15], [0.72, -4.61, -1.04], [-0.62, -4.72, 3.89], [0.77, -4.46, 2.82], [-0.78, -3.64, 2.48], [-0.60, -3.55, 5.83], [0.17, -1.65, 7.28], [1.75, 0.01, 6.29], [3.71, -0.04, 4.24], [2.46, 1.19, 4.26], [2.75, 0.25, 2.80], [3.39, -2.76, 3.50], [4.57, -2.13, 2.32], [3.96, -3.75, 2.16], [4.76, -2.32, -0.06], [3.84, -2.52, -1.58], [4.03, -3.86, -0.40], [3.17, -0.11, -2.36], [1.58, 0.46, -1.92], [2.10, 0.54, -3.61], [1.36, -1.09, -4.99], [0.49, -3.36, -5.50], [0.30, -5.00, -3.64], [0.23, -5.51, -1.41], [0.09, -4.15, -0.28], [1.65, -4.92, -0.54], [-1.93, -2.51, -1.52], [-3.03, -3.85, -1.23], [-2.76, -4.72, 0.29], [-2.92, -4.54, -2.04], [-4.04, -3.47, -1.21], [-4.74, 1.77, -2.34], [-3.69, 0.19, -1.76], [-4.71, -0.84, -0.39], [-3.78, -0.80, -3.50], [-1.55, 0.97, -0.95], [-2.11, 2.61, 0.05], [-3.38, 2.70, 0.62], [-3.83, 3.84, 1.28], [-2.99, 4.94, 1.40], [-1.66, 4.82, 0.99], [-1.23, 3.65, 0.37], [-0.86, 1.72, -2.67], [-0.81, 0.86, -3.77], [-0.38, 1.30, -5.02], [-0.01, 2.62, -5.20], [0.00, 3.47, -4.10], [-0.42, 3.02, -2.85], [-5.68, 1.46, -2.85], [-4.12, 2.29, -3.07], [-5.00, 2.48, -1.55], [-5.64, -1.24, -0.83], [-5.00, -0.14, 0.39], [-4.16, -1.65, 0.10], [-4.71, -1.43, -3.51], [-2.94, -1.46, -3.73], [-3.88, -0.05, -4.29], [-4.07, 1.87, 0.52], [-4.83, 3.87, 1.69], [-3.34, 5.85, 1.86], [-0.96, 5.62, 1.14], [-0.19, 3.58, 0.07], [-1.13, -0.17, -3.67], [-0.39, 0.59, -5.84], [0.38, 2.95, -6.15], [0.31, 4.50, -4.22], [-0.47, 3.76, -2.04], [3.52, 1.26, 0.15], [2.21, 1.64, 0.29], [1.89, 2.71, -0.55], [3.05, 3.01, -1.20], [3.30, 4.07, -2.04], [4.58, 4.12, -2.59], [5.56, 3.20, -2.24], [5.32, 2.18, -1.33], [4.04, 2.12, -0.81], [2.53, 4.78, -2.29], [4.83, 4.89, -3.29], [6.53, 3.29, -2.68], [6.10, 1.49, -1.03]]}

| no. | E_tot (eV) |
| --- | --- |
| 1 | -139258.564 |
| 2 | -163517.385 |
| 3 | -91731.550 |
| 4 | -232337.405 |